1.
{"formula": "C8H17N2O2PtS", "method": "wB97M-V/def2-TZVPD", "relative_energy_kj_mol": 4.87, "homo_lumo_gap_ha": [0.4089, 0.2307], "lumo_energy_ev": [-10.14, -16.10], "multiplicity": 5, "e_tot_ha": -1091.2097, "max_force_ha_per_bohr": 0.01360, "e_homo_ev": [-21.262, -22.380], "total_charge": 3, "species": ["Pt", "C", "C", "N", "C", "C", "S", "C", "C", "N", "H", "H", "H", "H", "H", "H", "H", "H", "H", "H", "H", "H", "H", "H", "C", "O", "C", "O", "H", "H", "H"], "xyz": [[0.134698, -0.771663, -0.377519], [-2.072581, 1.175085, 0.273397], [-1.019809, 2.102899, -0.311431], [0.001064, 1.347804, -1.098718], [1.399506, 1.883060, -1.106457], [1.976070, 1.952682, 0.296918], [1.565990, 0.455340, 1.265072], [0.287136, 0.972270, 2.459966], [-0.955802, 0.106955, 2.340666], [-1.485090, -0.016351, 0.953192], [-2.726881, 0.798650, -0.513794], [-2.700650, 1.729875, 0.974851], [-0.509400, 2.682073, 0.450481], [-1.516323, 2.816325, -0.971992], [-0.310045, 1.241212, -2.068113], [1.423518, 2.874366, -1.566686], [1.997418, 1.225995, -1.736281], [1.631904, 2.802518, 0.885634], [3.065670, 2.005364, 0.247748], [0.111790, 2.037874, 2.337105], [0.727005, 0.820002, 3.449207], [-1.729825, 0.518924, 2.994747], [-0.751719, -0.904508, 2.692157], [-2.182216, -0.761799, 0.956542], [0.948652, -4.738268, -2.185371], [1.003980, -3.319389, -1.647519], [-0.012908, -2.798838, -1.152940], [-1.156881, -3.164623, -0.944117], [1.857090, -5.201560, -1.828234], [0.943639, -4.649241, -3.263392], [0.054998, -5.223034, -1.805113]], "forces_ev_per_angstrom": [[-0.21, 0.65, 0.16], [-0.01, 0.01, 0.03], [-0.01, 0.05, -0.08], [0.27, -0.31, 0.10], [-0.15, 0.07, -0.10], [0.15, 0.07, 0.10], [-0.28, -0.24, -0.31], [0.05, -0.02, 0.10], [-0.09, 0.03, -0.02], [0.18, -0.14, -0.01], [-0.02, -0.03, -0.01], [-0.03, -0.01, 0.02], [0.03, 0.00, 0.01], [0.02, 0.05, -0.01], [-0.01, 0.04, -0.02], [-0.05, 0.07, 0.02], [-0.01, -0.05, -0.04], [0.01, 0.01, 0.01], [0.02, -0.01, 0.03], [-0.01, 0.02, 0.00], [0.02, 0.02, 0.02], [-0.04, 0.04, 0.00], [0.00, -0.05, 0.00], [-0.05, 0.02, 0.04], [-0.03, -0.28, -0.11], [0.35, -0.13, -0.20], [-0.45, -0.37, 0.15], [0.30, 0.32, 0.08], [0.11, 0.02, 0.09], [-0.01, 0.11, -0.11], [-0.05, 0.06, 0.08]], "nbo_charge": [1.09, -0.27, -0.27, -0.56, -0.26, -0.55, 0.59, -0.56, -0.27, -0.55, 0.26, 0.28, 0.23, 0.29, 0.45, 0.29, 0.26, 0.28, 0.32, 0.26, 0.32, 0.29, 0.26, 0.45, -0.25, -0.41, 0.56, -0.24, 0.26, 0.25, 0.23]}

2.
{"formula": "C4H8N2O", "method": "wB97M-V/def2-TZVPD", "relative_energy_kj_mol": 322.51, "homo_lumo_gap_ha": 0.3872, "lumo_energy_ev": 1.13, "smiles": "N[C@H]1CC/C1=N\\O", "multiplicity": 1, "e_tot_ha": -341.8808, "max_force_ha_per_bohr": 0.01327, "e_homo_ev": -9.407, "species": ["N", "C", "C", "C", "C", "N", "O", "H", "H", "H", "H", "H", "H", "H", "H"], "xyz": [[1.772533, -0.975887, 0.111500], [0.815721, 0.008587, 0.591890], [0.716769, 1.278789, -0.302461], [-0.752559, 0.932318, -0.669425], [-0.610131, -0.300198, 0.183670], [-1.337244, -1.294961, 0.472288], [-2.574363, -1.184240, -0.160642], [2.714137, -0.687457, 0.363708], [1.598650, -1.865282, 0.571660], [0.902822, 0.244775, 1.665376], [1.406257, 1.232592, -1.148373], [0.843751, 2.226421, 0.226546], [-0.943453, 0.720023, -1.725507], [-1.510735, 1.638871, -0.316380], [-3.042155, -1.974354, 0.136152]], "forces_ev_per_angstrom": [[0.10, -0.06, 0.21], [-0.12, 0.08, 0.09], [0.13, 0.15, -0.03], [-0.13, 0.07, -0.10], [-0.22, -0.34, 0.12], [0.53, 0.43, 0.00], [-0.33, -0.16, -0.03], [-0.08, -0.07, -0.05], [0.04, 0.06, -0.10], [-0.02, -0.05, -0.18], [-0.09, 0.02, 0.12], [0.00, -0.15, -0.07], [0.02, 0.03, 0.14], [0.10, -0.12, -0.05], [0.07, 0.12, -0.06]], "nbo_charge": [-0.83, -0.09, -0.40, -0.47, 0.23, -0.13, -0.57, 0.36, 0.37, 0.18, 0.22, 0.21, 0.23, 0.23, 0.48]}

3.
{"formula": "C4H10N2O", "method": "wB97M-V/def2-TZVPD", "relative_energy_kj_mol": 184.53, "homo_lumo_gap_ha": 0.3756, "lumo_energy_ev": 0.85, "smiles": "CC[C@H](N)C(N)=O", "multiplicity": 1, "e_tot_ha": -343.1312, "max_force_ha_per_bohr": 0.06902, "e_homo_ev": -9.368, "species": ["C", "C", "C", "N", "C", "N", "O", "H", "H", "H", "H", "H", "H", "H", "H", "H", "H"], "xyz": [[0.730603, 0.572141, -2.104563], [0.218877, -0.397376, -0.984630], [0.274030, 0.318514, 0.496163], [1.644271, 0.117608, 1.165280], [-0.864934, -0.100097, 1.615040], [-2.052294, -0.290665, 0.969243], [-0.746079, -0.377202, 2.797089], [0.713732, 0.059311, -3.060738], [-0.019225, 1.364148, -2.199617], [1.665376, 1.031877, -1.909590], [0.924814, -1.299557, -0.993476], [-0.767790, -0.792067, -1.298081], [-0.033448, 1.515931, 0.498679], [1.644253, 0.486681, 2.079950], [1.598241, -0.903713, 1.366079], [-2.092155, -0.550581, -0.009296], [-2.838272, -0.754955, 1.572468]], "forces_ev_per_angstrom": [[-2.20, -0.51, 0.60], [1.60, 0.28, 0.90], [-0.50, 1.81, 2.15], [-1.75, -1.72, -2.51], [0.29, -2.01, -2.01], [-2.92, -1.24, 1.59], [0.76, 1.14, -0.87], [0.33, -0.15, -0.11], [0.16, 0.13, 0.00], [0.97, 0.13, 0.30], [-0.98, 1.15, 0.47], [0.45, 0.39, 0.44], [1.30, -2.84, -0.72], [-0.33, 0.94, 1.16], [0.50, 0.79, -0.26], [0.19, 0.39, 0.42], [2.14, 1.30, -1.53]], "nbo_charge": [-0.60, -0.40, -0.14, -0.82, 0.66, -0.85, -0.61, 0.21, 0.20, 0.22, 0.22, 0.19, 0.21, 0.37, 0.35, 0.39, 0.40]}

4.
{"formula": "FHNO", "method": "wB97M-V/def2-TZVPD", "relative_energy_kj_mol": 303.38, "homo_lumo_gap_ha": [0.2689, 0.2789], "lumo_energy_ev": [4.75, 4.76], "multiplicity": 1, "e_tot_ha": -230.2657, "max_force_ha_per_bohr": 0.01378, "e_homo_ev": [-2.567, -2.831], "total_charge": -1, "species": ["N", "O", "F", "H"], "xyz": [[-0.935142, -0.061209, -0.649182], [1.332641, -0.613098, 0.298590], [-1.745580, 0.382962, 0.369312], [1.348082, 0.291346, -0.018719]], "forces_ev_per_angstrom": [[0.30, -0.04, 0.42], [-0.69, -0.08, -0.12], [0.30, -0.15, -0.22], [0.09, 0.27, -0.08]], "nbo_charge": [0.07, -1.16, -0.31, 0.40]}